# 1
22
Properties=species:S:1:pos:R:3:forces:R:3 method="wB97M-V/def2-TZVPD" de_lowest_kj_mol=107.10 total_charge=+1 orbital_gap_ha=0.4086
N -1.551637 -0.855835 1.425152 0.3 0.2 -0.1
C -0.231450 -1.265005 0.922162 -0.7 -0.4 0.5
C 0.225361 -0.357516 -0.206397 -0.7 0.1 0.7
N -0.171894 1.075368 0.182395 1.9 0.1 -1.2
C -1.246623 1.659248 -0.674565 0.0 0.6 0.7
C 1.087692 1.894803 0.100515 0.1 0.3 0.3
H -1.726652 -1.267663 2.336606 -0.2 0.0 -0.3
H -2.301470 -1.084022 0.778906 0.1 -0.2 0.3
H -0.498022 1.045132 1.149792 -0.3 -0.1 0.0
H -0.179516 -2.325067 0.661327 0.1 0.2 -0.4
H 0.463878 -1.143132 1.757416 0.0 0.1 0.0
H -0.209104 -0.510423 -1.183473 -0.1 -0.5 -0.1
H 1.299688 -0.475913 -0.244627 0.1 0.4 -0.4
H -1.153347 2.744755 -0.620460 0.0 -0.1 -0.1
H -2.193864 1.410174 -0.211470 -0.2 -0.3 -0.3
H -1.146138 1.346538 -1.708658 0.0 -0.2 0.1
H 1.492911 1.965505 -0.907360 -0.5 -0.3 -0.2
H 1.844834 1.388156 0.691153 0.0 0.2 0.3
H 0.910269 2.914630 0.442737 -0.1 -0.2 0.2
H 2.053618 -2.299050 -2.145136 0.0 0.1 -0.3
H 1.836232 -3.304280 -1.049789 -0.4 0.3 -0.2
O 1.395232 -2.556399 -1.496218 0.5 -0.6 0.5

***

# 2
22
Properties=species:S:1:pos:R:3:forces:R:3 method="wB97M-V/def2-TZVPD" de_lowest_kj_mol=84.71 total_charge=+1 orbital_gap_ha=0.4042
C 0.958789 2.152579 0.762183 1.0 1.4 -1.3
C 0.387019 0.790653 0.442770 1.9 0.4 0.7
C 0.562434 0.517268 -1.039177 0.2 -0.4 -1.9
C -0.185620 -0.697675 -1.658561 -0.8 0.2 2.0
N -0.348719 -1.679698 -0.524405 0.4 0.0 -0.5
N 1.327591 -0.235415 1.133967 -1.2 -0.5 -1.4
H 0.341131 2.967602 0.381357 -0.5 -0.2 0.6
H 1.342584 2.371120 1.749766 -0.7 -0.2 0.6
H 1.857109 2.374356 0.152070 -0.1 -0.7 0.0
H -0.578878 0.636087 0.895231 -0.5 -0.1 -0.2
H 0.515308 1.427160 -1.644209 -1.0 0.1 0.2
H 1.615048 0.337945 -1.294077 0.3 -0.3 0.8
H 0.360834 -1.146394 -2.479986 0.1 0.1 0.0
H -1.199572 -0.442433 -1.965715 0.2 0.3 -0.4
H -0.403406 -2.619563 -0.890828 0.0 -0.1 0.0
H 0.881849 -1.131741 0.817757 -0.2 -0.3 0.2
H -1.243143 -1.501212 -0.067810 0.0 -0.1 -0.1
H 2.173196 -0.216120 0.572306 0.6 0.2 0.7
H 1.444205 -0.168344 2.138691 0.2 0.2 0.0
H -3.705596 -1.113470 0.168701 0.1 -0.1 0.5
H -3.138070 -1.583591 1.561197 -0.4 -0.1 -0.1
O -2.964094 -1.039113 0.788772 0.2 0.2 -0.4

***

# 3
23
Properties=species:S:1:pos:R:3:forces:R:3 method="wB97M-V/def2-TZVPD" de_lowest_kj_mol=281.63 total_charge=0 spin_multiplicity=2 s_squared=0.75 orbital_gap_ha="0.1385 / 0.3774"
N -1.108984 1.086957 -2.310102 0.0 -1.3 0.5
C -2.298363 1.174085 -1.345723 2.2 -1.7 0.8
C -1.697436 0.615474 0.027136 -2.9 2.2 -0.7
N -0.467931 1.417556 0.252318 -0.7 -2.8 0.5
C 0.630459 0.496831 0.660843 0.3 0.6 0.2
C 1.821800 0.490130 -0.343410 0.7 0.4 0.6
O 1.748857 1.420855 -1.446264 -0.4 -0.3 0.8
H -0.511668 0.177048 -2.085580 -0.9 0.5 -0.6
H -0.419209 1.807533 -2.090780 0.0 0.5 -0.2
H -1.360774 1.054301 -3.327145 0.1 0.2 0.2
H -2.561116 2.209430 -1.275922 -0.3 0.4 0.1
H -3.092040 0.540480 -1.700847 -0.3 0.0 -0.4
H -2.525412 0.816629 0.783548 1.0 0.1 -0.5
H -1.683268 -0.476643 0.052207 0.9 0.3 -0.4
H -0.761767 2.144902 0.889317 0.8 -0.1 0.5
H 0.987948 0.665460 1.669549 0.4 1.2 0.2
H 0.357453 -0.546410 0.884199 -0.7 0.2 -1.0
H 1.910636 -0.506362 -0.773524 0.2 -0.1 0.1
H 2.712691 0.739570 0.289407 -0.4 -0.4 -0.8
H 2.590100 1.877722 -1.479296 0.1 0.2 -0.1
H 1.401026 -5.539620 4.867745 0.9 0.3 0.0
H 2.624256 -5.770861 3.772585 -0.3 0.4 0.9
O 1.702740 -5.895072 4.029747 -0.6 -0.6 -0.9